Record 1
{"formula": "C5H8O", "method": "the ωB97M-V functional and the def2-TZVPD basis", "e_homo_ev": -9.8, "total_energy_ha": -270.50921, "orbital_gap_ha": 0.39503, "de_lowest_kj_mol": 127.8, "smiles": "O=CC1CCC1", "elements": ["O", "C", "C", "C", "C", "C", "H", "H", "H", "H", "H", "H", "H", "H"], "coordinates": [[-1.475, -1.667, 0.676], [0.297, -0.058, 0.854], [0.139, 0.406, -1.288], [0.809, -0.705, -0.455], [-0.859, -0.889, 1.371], [-0.018, 1.222, 0.010], [0.814, 1.925, 0.120], [1.899, -0.704, -0.528], [0.361, -1.691, -0.594], [0.996, 0.130, 1.679], [0.737, 0.853, -2.090], [-0.956, 1.752, 0.193], [-0.818, 0.087, -1.711], [-1.103, -0.830, 2.451]]}



Record 2
{"formula": "C48H87B2FNO28S", "method": "the ωB97M-V functional and the def2-TZVPD basis", "charge": 1, "e_homo_ev": -11.5, "total_energy_ha": -4590.41051, "orbital_gap_ha": 0.33448, "elements": ["S", "F", "O", "O", "O", "O", "O", "O", "O", "O", "O", "O", "O", "O", "O", "O", "O", "O", "O", "O", "O", "O", "O", "O", "O", "O", "O", "O", "O", "O", "N", "C", "C", "C", "C", "C", "C", "C", "C", "C", "C", "C", "C", "C", "C", "C", "C", "C", "C", "C", "C", "C", "C", "C", "C", "C", "C", "C", "C", "C", "C", "C", "C", "C", "C", "C", "C", "C", "C", "C", "C", "C", "C", "C", "C", "C", "C", "C", "C", "B", "B", "H", "H", "H", "H", "H", "H", "H", "H", "H", "H", "H", "H", "H", "H", "H", "H", "H", "H", "H", "H", "H", "H", "H", "H", "H", "H", "H", "H", "H", "H", "H", "H", "H", "H", "H", "H", "H", "H", "H", "H", "H", "H", "H", "H", "H", "H", "H", "H", "H", "H", "H", "H", "H", "H", "H", "H", "H", "H", "H", "H", "H", "H", "H", "H", "H", "H", "H", "H", "H", "H", "H", "H", "H", "H", "H", "H", "H", "H", "H", "H", "H", "H", "H", "H", "H", "H", "H"], "coordinates": [[1.189, -1.713, 0.168], [-5.905, 0.137, -4.033], [-0.421, -9.586, -1.829], [1.241, -8.546, -0.711], [1.249, 0.531, -2.901], [-3.382, 0.133, 0.171], [1.979, 2.934, 7.625], [-1.275, 2.434, 10.038], [-1.980, 1.838, 0.567], [2.875, -5.531, 3.047], [-1.701, 4.225, 2.823], [5.782, 6.814, 1.823], [3.899, 5.992, 2.491], [0.547, 7.435, -9.912], [4.029, -7.358, 3.683], [2.176, 7.257, -8.512], [0.497, 3.836, 2.774], [-1.206, -10.972, -5.597], [3.389, 3.977, 6.356], [-2.642, 1.343, 8.629], [0.460, -10.295, -6.963], [3.453, 4.350, 8.584], [5.475, 6.467, 4.033], [3.765, -5.762, 5.110], [-0.533, 4.456, -2.257], [-2.208, 0.437, 10.547], [-1.650, -10.646, -7.684], [1.344, -8.972, -2.925], [0.103, 6.676, -7.832], [2.166, 1.010, -0.750], [-1.315, -0.243, -1.688], [-2.250, -0.342, 5.032], [-4.972, 0.693, -4.902], [2.665, 6.919, -7.213], [0.370, -3.162, 0.901], [5.093, 6.429, 2.893], [-3.805, 4.914, -3.185], [3.813, -7.895, 2.373], [-3.358, 0.343, -2.957], [-2.513, 0.374, 2.363], [-1.487, 0.908, 3.132], [7.093, 7.313, 2.114], [-1.720, 2.209, -1.877], [-2.666, 0.737, 0.944], [0.531, -4.405, 0.009], [-3.771, 3.401, -2.937], [-3.289, -0.877, 4.278], [4.487, 4.890, 6.213], [-0.417, 2.954, -4.280], [-3.418, -0.515, 2.944], [0.766, -8.993, -1.722], [-0.616, 4.095, 0.684], [-0.842, 7.303, -10.230], [-1.539, 0.473, 11.814], [-1.225, -10.280, -8.999], [-0.700, 4.069, 2.183], [-1.982, 1.495, 9.777], [1.446, 2.642, 8.931], [-3.571, 0.273, -4.490], [2.637, -8.356, -2.945], [3.498, -6.156, 3.869], [2.982, 3.812, 7.619], [-0.686, -10.609, -6.764], [0.038, -0.336, 0.472], [-3.028, 2.988, -1.644], [-0.325, 0.465, -0.795], [3.248, -4.475, 5.452], [-0.266, -10.983, -4.514], [-2.480, 2.456, 7.747], [-1.144, -9.679, -0.595], [3.061, 5.548, 3.559], [-1.698, -2.695, -1.994], [-1.954, 0.831, -2.545], [-0.513, 4.200, -5.189], [-1.358, 0.539, 4.451], [0.866, 7.082, -8.672], [-0.978, 1.827, -0.521], [-0.934, -1.462, -2.471], [0.026, 2.866, 0.010], [1.114, 0.661, -1.520], [-0.865, 3.227, -2.805], [-1.584, 4.367, 0.290], [0.703, 3.215, -0.760], [2.570, -7.315, -2.637], [3.522, 4.714, 4.085], [-0.967, 2.151, -4.774], [-3.703, 2.427, -1.003], [0.528, -11.701, -4.712], [-0.461, 0.507, 11.678], [-1.235, 5.113, -2.278], [-1.868, 1.331, 12.395], [1.034, 3.534, 9.391], [-0.424, -4.832, -0.282], [-0.455, -10.960, -9.356], [-4.815, 3.107, -2.817], [0.121, -1.690, -2.405], [0.144, -9.997, -4.343], [-2.886, 3.362, 8.190], [-2.017, -0.601, -1.033], [2.162, -4.466, 5.377], [7.034, 8.190, 2.755], [-0.545, 0.935, 5.044], [2.129, 5.225, 3.103], [-1.817, -0.445, 12.323], [7.698, 6.544, 2.591], [-5.101, 1.774, -4.926], [-2.145, -0.611, 6.074], [2.485, 5.867, -6.997], [-0.943, 7.623, -11.262], [-3.454, -0.760, -4.817], [-1.348, -8.688, -0.195], [-3.965, 5.426, -2.236], [-0.043, 3.988, -6.145], [-1.160, 6.266, -10.133], [2.999, 0.939, -1.232], [2.196, 7.541, -6.453], [0.894, -3.360, 1.832], [-5.197, 0.307, -5.896], [5.353, 4.532, 6.764], [-1.444, 7.939, -9.585], [3.328, -8.895, -2.302], [-0.861, -0.780, 0.898], [3.733, 7.111, -7.236], [7.529, 7.584, 1.158], [-0.811, -11.295, -3.631], [-3.027, 2.220, 6.838], [-2.105, -10.357, -9.630], [-1.724, -2.767, -0.908], [-3.432, 2.865, -3.823], [-4.006, -1.567, 4.697], [1.042, -4.134, -0.916], [-3.531, -0.665, -2.592], [-0.669, -2.952, 1.142], [-1.429, 2.601, 7.503], [4.207, 5.880, 6.566], [-2.869, 5.276, -3.614], [0.046, 4.934, 0.454], [4.291, -8.869, 2.359], [3.545, -4.298, 6.481], [1.173, -5.137, 0.492], [-0.775, 1.586, 2.700], [2.750, -8.009, 2.174], [-1.154, -3.572, -2.342], [-1.381, 0.753, -3.466], [2.220, 2.212, 9.565], [4.267, -7.255, 1.619], [-4.158, 0.942, -2.537], [4.718, 4.926, 5.152], [0.470, 0.342, 1.200], [-2.804, 3.906, -1.108], [-4.217, -0.909, 2.332], [-2.078, -10.177, -0.834], [2.974, -8.414, -3.976], [0.631, 2.635, -4.273], [-1.184, -1.318, -3.519], [-2.699, -2.750, -2.413], [-1.564, 4.396, -5.402], [1.560, -0.352, -3.129], [0.658, 1.919, 8.776], [-2.869, 0.912, -5.028], [-4.619, 5.182, -3.852], [-0.851, -9.258, -9.011], [0.363, 3.883, 3.733], [-0.039, 5.062, -4.732], [2.870, 6.361, 4.257], [0.637, 2.349, 0.747], [-0.588, -10.268, 0.131], [3.674, -3.707, 4.810]]}